Here is a structure of composition C42H42LiN2O5S2 from the OMol25 dataset. Energies are from ωB97M-V/def2-TZVPD.

CARTESIAN COORDINATES (ANGSTROEM)
Li: 1.01840 -0.43477 1.80260
C: 5.64620 -0.28733 1.74675
N: 4.82769 -0.63991 2.90170
C: 5.46690 -1.20874 4.08199
C: 3.50171 -0.48346 2.82331
O: 2.92447 -0.05337 1.82954
C: 2.68096 -0.85776 4.05721
O: 1.35327 -0.56098 3.70802
C: 0.33637 -0.96996 4.58142
C: -0.95342 -0.83119 3.76756
O: -0.87129 -0.55152 2.57453
N: -2.12377 -1.01105 4.39215
C: -3.36102 -0.86628 3.63514
C: -2.25804 -1.38506 5.79202
H: 5.79087 -1.14726 1.08992
H: 6.61382 0.06491 2.09642
H: 5.15500 0.50323 1.18673
H: 6.52008 -1.35696 3.86343
H: 5.04579 -2.18072 4.34124
H: 5.39240 -0.54514 4.94539
H: 3.00549 -0.27701 4.92687
H: 2.79812 -1.92302 4.28484
H: 0.30679 -0.33851 5.47481
H: 0.47718 -2.01210 4.89287
H: -3.20395 -0.19931 2.79169
H: -4.12489 -0.45566 4.29398
H: -3.70172 -1.83238 3.25590
H: -1.30220 -1.65850 6.22593
H: -2.91949 -2.24792 5.87512
H: -2.68465 -0.56490 6.37218
C: -4.57113 5.06343 0.58039
C: -3.33456 4.20807 0.54425
C: -2.36945 4.38464 -0.44274
C: -1.24586 3.57698 -0.50025
C: -1.07283 2.58609 0.45272
C: -2.00465 2.41340 1.46953
C: -3.13263 3.21587 1.50319
S: 0.41441 1.61076 0.52631
O: 1.53307 2.52567 0.87837
C: 0.56687 1.21811 -1.22974
C: 1.52371 1.97319 -1.93987
C: 1.69548 1.75633 -3.27344
C: 0.92330 0.78190 -3.95384
C: 1.05586 0.57877 -5.35040
C: 0.28560 -0.34052 -5.99940
C: -0.65713 -1.10875 -5.27950
C: -0.79831 -0.94510 -3.93263
C: -0.01102 0.00612 -3.23001
C: -0.16161 0.21925 -1.82566
C: -1.21583 -0.56623 -1.10489
C: -2.56152 -0.06930 -1.16387
C: -2.89552 1.09616 -1.90452
C: -4.17895 1.55174 -1.95639
C: -5.21063 0.87590 -1.26801
C: -4.92948 -0.25669 -0.56461
C: -3.60716 -0.76495 -0.51027
C: -3.32155 -1.98387 0.14766
C: -2.05792 -2.47962 0.14474
C: -0.99719 -1.76953 -0.47649
S: 0.53512 -2.66372 -0.20019
O: 1.19611 -2.03318 1.00220
C: 1.59867 -2.30991 -1.57456
C: 2.69349 -1.47677 -1.40199
C: 3.58303 -1.32135 -2.45311
C: 3.39992 -1.98955 -3.66152
C: 4.36858 -1.81043 -4.79780
C: 2.29973 -2.83371 -3.79903
C: 1.40476 -3.01006 -2.75785
H: -4.50035 5.89445 -0.11943
H: -4.73404 5.47121 1.57850
H: -5.45393 4.47663 0.31869
H: -2.50472 5.16165 -1.18603
H: -0.50523 3.73021 -1.27572
H: -1.84469 1.64507 2.21557
H: -3.86688 3.07928 2.28891
H: 2.09479 2.71637 -1.39684
H: 2.41805 2.33794 -3.83385
H: 1.77525 1.17885 -5.89479
H: 0.38832 -0.48028 -7.06757
H: -1.27292 -1.82865 -5.80286
H: -1.52478 -1.53616 -3.38930
H: -2.11745 1.62836 -2.43306
H: -4.41029 2.44155 -2.52777
H: -6.22468 1.25123 -1.31515
H: -5.71389 -0.79664 -0.04777
H: -4.12816 -2.52882 0.62355
H: -1.84076 -3.42869 0.62028
H: 2.86171 -0.98751 -0.45123
H: 4.44297 -0.67354 -2.32778
H: 5.29767 -1.35358 -4.45990
H: 3.93827 -1.16652 -5.56751
H: 4.60536 -2.76548 -5.26697
H: 2.15490 -3.37502 -4.72634
H: 0.56564 -3.68845 -2.86372

Atoms 1-3, force components in eV/Å:
Li -0.239 0.192 0.237
C -0.015 -0.001 0.028
N 0.036 -0.012 0.047

* largest force on an atom: 0.6 eV/Å
* HOMO: -10.401 eV
* HOMO-LUMO gap: 8.210 eV
* relative energy (zero: lowest compared OMol25 entry of this formula, charge and spin): 0.000 eV
* LUMO level: -2.19 eV
* net charge: +1

Here is a structure of composition C42H42N5O3OsSi at a distorted geometry from the OMol25 dataset. Energies are from ωB97M-V/def2-TZVPD.

CARTESIAN COORDINATES (ANGSTROEM)
Os: 0.26280 -0.65319 -0.01777
C: 4.52200 -1.40449 1.54543
Si: 2.82872 -2.17748 1.49858
C: 2.53154 -3.32774 2.93576
C: 2.73196 -3.26138 -0.01206
N: 1.53756 -0.93694 1.50158
C: 1.32249 -0.14108 2.65724
C: 2.18219 -0.14606 3.76133
C: 1.92367 0.59157 4.90750
C: 0.78857 1.37746 4.99218
C: -0.06354 1.44538 3.89923
C: 0.23265 0.72319 2.76292
O: -0.56231 0.77443 1.60810
C: -1.63371 1.67996 1.49457
C: -1.41407 3.04078 1.59853
C: -2.48680 3.90680 1.42848
C: -3.75390 3.40816 1.15314
C: -3.94656 2.03796 1.04056
C: -2.88072 1.16247 1.21344
H: 5.28558 -2.17964 1.68426
H: 4.63924 -0.67245 2.34737
H: 4.73214 -0.89722 0.59982
H: 3.21366 -4.18048 2.85482
H: 1.50647 -3.71106 2.87779
H: 2.66595 -2.88439 3.92264
H: 3.14586 -4.24075 0.25187
H: 3.32109 -2.87314 -0.84852
H: 1.71052 -3.42232 -0.35170
H: 3.08035 -0.74434 3.72379
H: 2.61859 0.54721 5.73678
H: 0.57147 1.94858 5.88487
H: -0.95233 2.06200 3.93318
H: -0.42236 3.41790 1.81593
H: -2.32566 4.97479 1.50778
H: -4.58832 4.08729 1.02515
H: -4.92812 1.64127 0.81038
H: -3.01211 0.09301 1.11278
C: 5.13260 2.07588 -0.40377
C: 5.17057 1.23828 -1.51353
C: 4.09691 0.41925 -1.80946
C: 2.96972 0.43687 -0.99304
C: 2.93632 1.25653 0.12240
C: 4.01575 2.07594 0.41488
N: 1.84571 -0.43458 -1.26937
N: 1.94203 -1.09917 -2.30755
C: 0.93586 -2.02406 -2.44217
C: 0.88149 -2.85173 -3.56437
C: -0.12946 -3.77954 -3.64414
C: -1.08484 -3.85705 -2.62121
C: -1.03394 -3.01816 -1.51937
C: 0.00984 -2.10025 -1.40910
H: 5.97318 2.71960 -0.17680
H: 6.04902 1.21249 -2.14520
H: 4.12112 -0.24190 -2.66429
H: 2.08944 1.23470 0.78712
H: 3.98318 2.70627 1.29548
H: 1.62520 -2.74839 -4.34522
H: -0.19236 -4.43974 -4.49883
H: -1.88757 -4.58291 -2.69680
H: -1.82143 -3.05273 -0.77850
N: -0.82674 0.33341 -1.13038
C: -1.30629 1.22974 -1.87703
C: -2.66754 1.00511 -2.44495
C: -3.56740 2.06122 -2.53760
C: -4.83770 1.84311 -3.04807
C: -5.20768 0.57546 -3.48032
C: -4.30978 -0.48050 -3.38890
C: -3.04207 -0.26880 -2.86575
C: -0.55185 2.46023 -2.24579
C: -0.66538 2.97323 -3.53591
C: 0.04690 4.10676 -3.89434
C: 0.85852 4.74485 -2.96469
C: 0.96124 4.24317 -1.67429
C: 0.25994 3.10104 -1.32110
H: -3.27685 3.04771 -2.19547
H: -5.53922 2.66517 -3.11461
H: -6.19466 0.41263 -3.89543
H: -4.59490 -1.46787 -3.73006
H: -2.33118 -1.08535 -2.78955
H: -1.29627 2.47520 -4.26227
H: -0.03409 4.49516 -4.90122
H: 1.40738 5.63540 -3.24606
H: 1.58871 4.74143 -0.94560
H: 0.31884 2.70742 -0.31770
N: -3.58074 -4.04010 3.03952
C: -2.20000 -3.61831 2.84547
C: -2.14212 -2.52923 1.79377
O: -3.28679 -2.28250 1.18543
O: -1.11148 -1.94705 1.52941
H: -3.69721 -5.03864 2.95515
H: -3.93310 -2.88734 1.62764
H: -3.94965 -3.75470 3.93538
H: -1.58050 -4.43533 2.47448
H: -1.72330 -3.23341 3.74598

Atoms 1-3, force components in eV/Å:
Os -0.991 0.002 -0.495
C 0.239 0.013 0.085
Si -0.077 0.138 0.014

* largest force on an atom: 1.9 eV/Å
* HOMO: -10.084 eV
* HOMO-LUMO gap: 6.916 eV
* relative energy (zero: lowest compared OMol25 entry of this formula, charge and spin): 0.689 eV
* LUMO level: -3.17 eV
* net charge: +1

Number 1: energy -2915.2066 Ha. Number 2: energy -2505.1871 Ha.